A structure of composition C12H26F6N2O17S4V in a non-equilibrium geometry, computed with ωB97M-V with the def2-TZVPD basis set.

Cartesian coordinates (Å):
O  1.41879  -4.35412  -5.24170
V  0.26636  -3.30651  -5.08113
O  -1.13495  -3.91712  -5.47402
C  -0.03389  -1.60689  0.35926
C  0.23968  -2.05324  -1.04033
O  0.74247  -1.28885  -1.91592
O  -0.35082  -3.10761  -1.40724
H  -0.41211  -0.59552  0.50819
H  0.89567  -1.61608  0.92840
H  -0.66880  -2.18416  1.03138
C  -0.35817  -0.78143  -9.10215
F  0.83434  -0.87333  -9.71472
F  -1.14465  -0.15034  -9.95607
F  -0.70660  -2.06247  -8.77440
S  -0.28217  0.29441  -7.48260
O  -0.10665  1.68830  -7.92008
O  -1.52773  -0.00672  -6.77008
N  1.04117  -0.56791  -6.72529
S  2.04379  0.58994  -6.72407
O  2.38232  1.11482  -8.05960
O  1.83664  1.59487  -5.66396
C  3.79302  -0.35651  -6.27735
F  4.83044  0.51778  -6.29593
F  3.79194  -0.92237  -5.04612
F  3.92358  -1.39805  -7.14587
C  -3.32775  -5.58810  1.19695
O  -4.76806  -5.55773  1.25999
H  -3.07652  -5.47345  0.14251
H  -3.10459  -4.68450  1.76423
H  -2.75987  -6.41299  1.62726
H  -5.08215  -5.92062  0.42857
O  0.10372  -0.95811  8.55669
S  -0.65873  -1.88443  7.72965
O  -2.10431  -2.09587  7.95222
O  -0.18118  -1.65548  6.07321
C  1.17056  -1.45352  5.77964
C  1.48694  0.08332  5.66305
C  0.03084  -3.51698  8.06409
H  1.54077  -1.71893  4.78938
H  1.84303  -1.94092  6.48556
H  2.43220  0.31673  5.17304
H  1.42669  0.55004  6.64623
H  0.75268  0.66247  5.10309
H  1.10909  -3.52558  7.90472
H  -0.37003  -4.16502  7.28470
H  -0.25839  -3.76004  9.08652
O  3.27612  4.87664  0.49538
S  2.08736  4.10134  0.28835
O  1.14657  3.99815  1.37225
O  1.23737  4.64856  -1.09308
C  -0.07338  4.07054  -1.37617
C  -1.17007  5.12063  -1.38821
C  2.69129  2.48157  -0.32932
H  -0.34853  3.36593  -0.59137
H  0.04600  3.41712  -2.24041
H  -0.79124  5.92702  -2.01615
H  -1.35591  5.61858  -0.43657
H  -2.14345  4.71530  -1.66450
H  2.10475  2.20196  -1.20446
H  2.70290  1.71722  0.44769
H  3.70521  2.65728  -0.68875
C  -2.74578  2.96593  4.48699
N  -3.33068  4.34175  4.26617
O  -3.73155  4.98619  5.22354
O  -3.07774  4.87510  3.13093
H  -1.91589  3.10101  5.18063
H  -2.39833  2.62934  3.51021
H  -3.43329  2.23176  4.90701

Forces on the atoms, in the same order (eV/Å):
O -1.270 0.455 -0.142
V -0.514 0.733 0.911
O 1.931 0.238 0.234
C 0.865 0.622 2.281
C -2.255 0.294 -3.504
O 0.812 0.094 1.270
O 0.328 -1.133 0.323
H 0.143 0.228 -0.804
H 0.460 0.184 -0.090
H -0.298 -0.718 -0.852
C 1.682 0.334 0.745
F -0.348 0.017 0.587
F -0.837 -0.806 0.248
F -0.461 1.371 -0.546
S -2.457 -0.259 -0.565
O -0.311 -2.836 0.906
O 1.909 -0.156 -0.789
N -3.641 -0.321 -0.917
S 6.282 4.207 0.676
O -0.076 -1.141 1.847
O 0.366 -1.899 -1.436
C -1.542 0.060 0.488
F -1.109 -1.154 -0.614
F -0.175 0.416 -0.486
F 0.519 1.229 0.319
C -0.704 1.515 -0.290
O 0.196 -1.044 0.120
H 0.610 0.152 0.183
H 0.765 -0.047 -0.255
H -0.659 -0.471 0.120
H -0.187 -0.078 0.115
O -1.185 -0.437 -1.307
S 0.630 -0.988 0.823
O 2.791 1.323 -1.637
O -2.563 -0.977 1.854
C 2.158 2.874 -0.322
C -0.523 0.083 1.157
C 0.141 0.405 -1.160
H -1.257 -1.356 -0.222
H -0.102 0.106 0.217
H 0.199 -0.374 0.262
H 0.430 -0.015 0.142
H -0.358 -0.624 -0.370
H -0.028 0.274 0.374
H -0.356 -0.200 0.416
H 0.012 -0.072 -0.258
O -0.732 0.369 -0.594
S -0.666 -0.566 -1.354
O 0.177 -0.276 -0.578
O 1.222 -0.289 1.813
C -0.133 -0.970 1.544
C 0.754 0.691 -0.266
C -0.238 0.636 -0.248
H 0.292 -0.098 0.336
H -0.173 0.648 -0.498
H -0.644 0.037 -0.519
H 0.451 -0.438 0.400
H 0.245 -0.028 -0.555
H -0.220 -0.222 0.317
H -0.285 0.230 -0.019
H -0.073 0.167 0.189
C -0.045 -0.102 -0.487
N 1.855 2.329 -1.773
O -0.209 -1.108 -0.805
O -1.199 -1.855 2.925
H -0.086 0.114 -0.123
H 0.008 0.104 0.224
H -0.316 0.521 0.020

The value obtained for the relative energy (zero: lowest compared OMol25 entry of this formula, charge and spin) is 504.6 kJ/mol. Its maximum force is 0.1476 Eh/bohr. The net charge is -1. For the highest occupied orbital energy, the calculation gives -0.2270 Eh. Its total energy is -135976.9202 eV.